(1)
Entry from the Open Molecules 2025 dataset: a structure of composition C39H33BrN4O6PReS in a non-equilibrium geometry (wB97M-V/def2-TZVPD).

```
! wB97M-V def2-TZVPD RIJCOSX def2/J DEFGRID3
* xyz -1 2
Re -0.721 0.058 -0.467
C -2.013 7.705 -1.885
C -1.495 6.503 -1.159
C -2.371 5.498 -0.760
C -1.909 4.366 -0.113
C -0.561 4.225 0.153
C 0.324 5.206 -0.249
C -0.139 6.333 -0.905
S 0.112 2.856 1.118
O 0.121 3.308 2.490
O 1.401 2.552 0.542
N -0.866 1.569 0.948
C -1.981 1.521 1.848
C -2.640 0.100 1.872
O -3.491 -0.109 2.718
O -2.219 -0.708 1.004
H -2.896 8.110 -1.393
H -2.293 7.402 -2.894
H -1.255 8.483 -1.947
H -3.427 5.603 -0.966
H -2.604 3.592 0.165
H 1.374 5.065 -0.047
H 0.557 7.094 -1.227
H -2.792 2.199 1.545
H -1.665 1.802 2.858
C -0.419 -1.124 3.680
C 0.735 -0.186 3.519
C 1.091 0.642 4.575
C 2.175 1.495 4.492
C 2.939 1.520 3.338
C 2.597 0.715 2.270
C 1.499 -0.138 2.349
P 0.987 -1.078 0.878
C 0.892 -2.831 1.413
C -0.156 -3.515 0.797
C -0.435 -4.832 1.095
C 0.359 -5.497 2.014
C 1.416 -4.837 2.610
C 1.694 -3.498 2.345
C 2.820 -2.867 3.114
C 2.418 -1.067 -0.252
C 3.553 -1.849 -0.068
C 4.585 -1.810 -0.987
C 4.473 -0.999 -2.104
C 3.333 -0.248 -2.309
C 2.283 -0.266 -1.393
C 1.082 0.580 -1.639
H -1.231 -0.650 4.226
H -0.111 -2.014 4.232
H -0.807 -1.449 2.718
H 0.486 0.633 5.471
H 2.418 2.145 5.321
H 3.783 2.190 3.263
H 3.174 0.753 1.359
H -0.766 -2.980 0.086
H -1.277 -5.327 0.634
H 0.159 -6.526 2.275
H 2.035 -5.366 3.323
H 2.552 -2.791 4.167
H 3.054 -1.870 2.760
H 3.709 -3.491 3.047
H 3.630 -2.505 0.781
H 5.462 -2.424 -0.835
H 5.270 -0.970 -2.832
H 3.239 0.377 -3.186
H 0.870 0.588 -2.715
H 1.360 1.602 -1.360
N -1.669 1.251 -1.726
C -1.916 2.117 -2.480
N -2.293 2.905 -3.361
C -2.169 4.130 -3.704
N -2.133 5.207 -4.123
Br -2.893 -6.827 -5.833
C -2.646 -5.336 -4.667
C -1.593 -5.347 -3.772
C -1.387 -4.244 -2.961
C -2.242 -3.152 -3.042
C -3.312 -3.176 -3.929
C -3.517 -4.264 -4.756
C -2.059 -1.918 -2.194
O -3.013 -1.186 -1.977
O -0.867 -1.713 -1.767
H -0.932 -6.199 -3.720
H -0.553 -4.222 -2.276
H -3.964 -2.316 -3.966
H -4.329 -4.279 -5.467
*
```

Properties
⟨S²⟩: 0.762
HOMO-LUMO gap (alpha / beta), eV: 6.328 / 6.516
HOMO level (alpha / beta), eV: -5.6 / -5.4
Strongest force on any atom, eV/A: 3.16
E, hartree: -5568.397108
LUMO (alpha / beta), eV: 0.7 / 1.1

List of Mulliken charges in e, atom by atom: number 1, Re, carries 0.77; number 2, C, carries -1.40; number 3, C, carries 1.12; number 4, C, carries -1.09; number 5, C, carries -0.25; number 6, C, carries 0.49; number 7, C, carries -0.92; number 8, C, carries -0.90; number 9, S, carries 1.58; number 10, O, carries -0.73; number 11, O, carries -0.74; number 12, N, carries 0.44; number 13, C, carries -0.55; number 14, C, carries 0.03; number 15, O, carries -0.77; number 16, O, carries -0.70; number 17, H, carries 0.35; number 18, H, carries 0.29; number 19, H, carries 0.37; number 20, H, carries 0.30; number 21, H, carries 0.18; number 22, H, carries 0.47; number 23, H, carries 0.33; number 24, H, carries 0.43; number 25, H, carries 0.52; number 26, C, carries -1.94; number 27, C, carries 1.26; number 28, C, carries -0.78; number 29, C, carries -0.88; number 30, C, carries -0.75; number 31, C, carries -0.32; number 32, C, carries 0.60; number 33, P, carries 2.04; number 34, C, carries 1.33; number 35, C, carries -0.91; number 36, C, carries -1.05; number 37, C, carries -0.83; number 38, C, carries -1.02; number 39, C, carries 1.02; number 40, C, carries -2.03; number 41, C, carries 0.43; number 42, C, carries -0.74; number 43, C, carries -0.91; number 44, C, carries -0.79; number 45, C, carries -0.64; number 46, C, carries 1.06; number 47, C, carries -2.38; number 48, H, carries 0.58; number 49, H, carries 0.34; number 50, H, carries 0.17; number 51, H, carries 0.48; number 52, H, carries 0.37; number 53, H, carries 0.42; number 54, H, carries 0.35; number 55, H, carries 0.49; number 56, H, carries 0.52; number 57, H, carries 0.39; number 58, H, carries 0.46; number 59, H, carries 0.48; number 60, H, carries 0.21; number 61, H, carries 0.54; number 62, H, carries 0.26; number 63, H, carries 0.46; number 64, H, carries 0.39; number 65, H, carries 0.53; number 66, H, carries 0.77; number 67, H, carries 0.45; number 68, N, carries -0.14; number 69, C, carries 0.82; number 70, N, carries -0.78; number 71, C, carries 0.52; number 72, N, carries -0.60; number 73, Br, carries -0.23; number 74, C, carries 0.15; number 75, C, carries -0.70; number 76, C, carries -0.08; number 77, C, carries 0.21; number 78, C, carries -0.40; number 79, C, carries -0.54; number 80, C, carries 0.16; number 81, O, carries -0.64; number 82, O, carries -0.62; number 83, H, carries 0.43; number 84, H, carries 0.50; number 85, H, carries 0.48; number 86, H, carries 0.42

---

(2)
Entry from the Open Molecules 2025 dataset: a structure of composition C39H33EuF3N8O4S3 in a non-equilibrium geometry (wB97M-V/def2-TZVPD).

```
! wB97M-V def2-TZVPD RIJCOSX def2/J DEFGRID3
* xyz -2 8
Eu 1.413 -2.168 -0.047
C -1.772 -3.384 4.290
C -0.828 -3.651 3.275
N -0.817 -3.080 2.009
C -1.758 -2.054 1.816
C -2.544 -1.613 2.873
C -2.625 -2.319 4.076
C -3.430 -0.503 2.674
C -3.494 0.109 1.437
C -2.672 -0.438 0.387
C -1.865 -1.483 0.503
N -1.158 -2.056 -0.498
C -1.750 -2.220 -1.680
C -3.057 -2.025 -2.078
C -3.473 -2.372 -3.402
C -2.693 -2.956 -4.336
C -1.367 -3.282 -3.937
C -0.444 -3.902 -4.849
C 0.900 -4.136 -4.493
C 1.234 -3.745 -3.204
N 0.364 -3.180 -2.333
C -0.901 -2.952 -2.707
H -1.684 -4.011 5.105
H -0.020 -4.351 3.477
H -3.282 -2.010 4.945
H -4.088 -0.322 3.547
H -4.109 0.957 1.286
H -2.587 0.176 -0.482
H -3.765 -1.605 -1.395
H -4.503 -2.146 -3.654
H -2.934 -3.157 -5.363
H -0.763 -4.092 -5.857
H 1.646 -4.438 -5.268
H 2.253 -3.906 -2.856
C 0.301 1.734 5.325
C -0.280 0.340 4.798
N 0.817 -0.463 4.302
C 1.408 -1.387 5.186
C 2.438 -0.832 6.173
C 1.303 -0.160 3.092
S 2.690 -1.122 2.518
N 0.653 0.824 2.546
C 0.660 1.140 1.213
O 0.905 0.255 0.322
C -0.072 2.385 0.719
C -0.011 2.617 -0.605
C -0.570 3.788 -1.080
C -1.241 4.676 -0.318
C -1.211 4.473 1.076
C -0.684 3.283 1.565
H -0.596 2.411 5.440
H 0.910 2.224 4.554
H 0.790 1.553 6.279
H -1.004 0.479 4.033
H -0.682 -0.242 5.700
H 1.992 -2.058 4.603
H 0.656 -1.824 5.720
H 3.043 0.047 5.777
H 3.139 -1.574 6.534
H 1.932 -0.362 7.045
H 0.549 2.082 -1.355
H -0.541 3.909 -2.151
H -1.672 5.590 -0.707
H -1.674 5.108 1.857
H -0.798 2.944 2.577
N 1.789 1.176 -3.496
C 1.679 -0.080 -3.085
N 2.540 -0.485 -2.187
C 3.205 0.746 -1.875
C 4.190 0.962 -0.886
C 4.625 2.279 -0.779
C 4.056 3.315 -1.523
C 3.135 3.081 -2.489
C 2.721 1.765 -2.677
H 1.233 1.561 -4.251
H 0.958 -0.762 -3.547
H 4.547 0.139 -0.276
H 5.377 2.585 -0.015
H 4.431 4.338 -1.251
H 2.809 3.922 -3.108
S 4.054 -5.984 -1.980
C 3.368 -5.062 -0.792
N 3.007 -4.287 0.003
F -2.871 5.215 -5.793
C -2.617 4.070 -5.072
F -3.383 3.081 -5.637
F -3.005 4.267 -3.808
S -0.842 3.721 -5.279
O -0.241 5.030 -5.164
O -0.704 3.238 -6.654
O -0.639 2.645 -4.375
*
```

Properties
⟨S²⟩: 15.759
HOMO-LUMO gap (alpha / beta), eV: 6.053 / 6.228
HOMO level (alpha / beta), eV: -2.2 / -2.3
Strongest force on any atom, eV/A: 4.35
E, hartree: -4449.718777
LUMO (alpha / beta), eV: 3.9 / 3.9

List of Mulliken charges in e, atom by atom: number 1, Eu, carries 1.09; number 2, C, carries -0.71; number 3, C, carries -0.64; number 4, N, carries -0.39; number 5, C, carries 0.55; number 6, C, carries 1.54; number 7, C, carries -0.52; number 8, C, carries -0.94; number 9, C, carries -1.55; number 10, C, carries 0.57; number 11, C, carries -0.61; number 12, N, carries 0.04; number 13, C, carries 0.15; number 14, C, carries -1.03; number 15, C, carries -0.86; number 16, C, carries -1.25; number 17, C, carries 1.72; number 18, C, carries -0.62; number 19, C, carries -1.07; number 20, C, carries 0.06; number 21, N, carries 0.01; number 22, C, carries -0.21; number 23, H, carries 0.52; number 24, H, carries 0.42; number 25, H, carries 0.23; number 26, H, carries 0.26; number 27, H, carries 0.44; number 28, H, carries 0.81; number 29, H, carries 0.53; number 30, H, carries 0.33; number 31, H, carries 0.37; number 32, H, carries 0.36; number 33, H, carries 0.32; number 34, H, carries 0.25; number 35, C, carries -1.35; number 36, C, carries -0.29; number 37, N, carries 0.57; number 38, C, carries -1.15; number 39, C, carries -1.32; number 40, C, carries 0.40; number 41, S, carries -0.48; number 42, N, carries 0.03; number 43, C, carries -0.78; number 44, O, carries 0.18; number 45, C, carries 0.58; number 46, C, carries 0.07; number 47, C, carries -0.59; number 48, C, carries -0.73; number 49, C, carries -0.73; number 50, C, carries -0.14; number 51, H, carries 0.38; number 52, H, carries 0.22; number 53, H, carries 0.40; number 54, H, carries 0.08; number 55, H, carries 0.39; number 56, H, carries 0.56; number 57, H, carries 0.57; number 58, H, carries 0.22; number 59, H, carries 0.40; number 60, H, carries 0.30; number 61, H, carries 0.16; number 62, H, carries 0.46; number 63, H, carries 0.43; number 64, H, carries 0.33; number 65, H, carries 0.48; number 66, N, carries 0.18; number 67, C, carries -0.28; number 68, N, carries -0.50; number 69, C, carries 1.10; number 70, C, carries -0.86; number 71, C, carries -0.49; number 72, C, carries -0.43; number 73, C, carries -0.71; number 74, C, carries -0.04; number 75, H, carries 0.21; number 76, H, carries 0.39; number 77, H, carries 0.42; number 78, H, carries 0.28; number 79, H, carries 0.29; number 80, H, carries 0.48; number 81, S, carries -0.49; number 82, C, carries 0.39; number 83, N, carries -0.73; number 84, F, carries -0.26; number 85, C, carries 0.56; number 86, F, carries -0.24; number 87, F, carries -0.20; number 88, S, carries 1.19; number 89, O, carries -0.73; number 90, O, carries -0.73; number 91, O, carries -0.63